1.
5 unconnected molecules or ions with the total composition C24H54N2O19P4 in a non-equilibrium geometry. Source: the Open Molecules 2025 dataset; level of theory: ωB97M-V with the def2-TZVPD basis set.

Computed properties:
Molar mass in g/mol: 798.59
Frontier orbital gap in eV: 8.3
Max |F| in eV/Å: 8.123
Structure (SMILES): CCO[C@@](C#N)(CC#N)CCCCOC(C)=O.COP(=O)(OC)OC.COP(=O)(OC)OC.COP(=O)(OC)OC.COP(=O)(OC)OC
E_tot in eV: -104800.8884

Each atom is followed by the atoms it is bonded to, with distances in Å.
CARTESIAN COORDINATES (ANGSTROEM)
1 C -0.227 0.447 7.242  C2 1.530, H18 1.088, H19 1.091, H20 1.087
2 C -0.505 -0.521 6.090  C1 1.530, O3 1.431, H21 1.091, H22 1.093
3 O 0.550 -0.557 5.123  C2 1.431, C4 1.392
4 C 1.427 -1.633 5.228  O3 1.392, C5 1.485, C7 1.573, C10 1.547
5 C 1.861 -1.939 6.615  C4 1.485, N6 1.149
6 N 2.162 -2.189 7.695  C5 1.149
7 C 0.875 -2.967 4.604  C4 1.573, C8 1.459, H23 1.090, H24 1.090
8 C -0.385 -2.775 3.892  C7 1.459, N9 1.150
9 N -1.452 -2.562 3.519  C8 1.150
10 C 2.709 -1.247 4.452  C4 1.547, C11 1.532, H25 1.092, H26 1.092
11 C 3.165 0.169 4.816  C10 1.532, C12 1.553, H27 1.086, H28 1.090
12 C 4.598 0.449 4.289  C11 1.553, C13 1.524, H29 1.090, H30 1.091
13 C 4.583 1.465 3.153  C12 1.524, O14 1.413, H31 1.089, H32 1.096
14 O 3.920 2.642 3.570  C13 1.413, C15 1.352
15 C 4.034 3.716 2.758  O14 1.352, C16 1.521, O17 1.204
16 C 4.953 3.751 1.546  C15 1.521, H33 1.086, H34 1.089, H35 1.089
17 O 3.398 4.698 3.043  C15 1.204
18 H 0.468 1.217 6.913  C1 1.088
19 H 0.245 -0.101 8.058  C1 1.091
20 H -1.169 0.859 7.596  C1 1.087
21 H -1.386 -0.161 5.555  C2 1.091
22 H -0.788 -1.514 6.449  C2 1.093
23 H 1.604 -3.368 3.901  C7 1.090
24 H 0.741 -3.720 5.381  C7 1.090
25 H 2.530 -1.316 3.377  C10 1.092
26 H 3.503 -1.942 4.736  C10 1.092
27 H 2.490 0.888 4.362  C11 1.086
28 H 3.174 0.285 5.901  C11 1.090
29 H 5.027 -0.487 3.930  C12 1.090
30 H 5.200 0.863 5.099  C12 1.091
31 H 5.623 1.627 2.872  C13 1.089
32 H 4.070 0.970 2.320  C13 1.096
33 H 5.205 4.797 1.402  C16 1.086
34 H 5.900 3.235 1.698  C16 1.089
35 H 4.486 3.345 0.649  C16 1.089
36 C 1.077 2.916 -2.476  O37 1.450, H44 1.087, H45 1.091, H46 1.090
37 O 2.064 1.888 -2.202  C36 1.450, P38 1.666
38 P 1.574 0.571 -1.309  O37 1.666, O39 1.496, O40 1.624, O42 1.656
39 O 2.959 0.206 -0.878  P38 1.496
40 O 1.063 -0.224 -2.630  P38 1.624, C41 1.424
41 C 2.014 -0.411 -3.673  O40 1.424, H47 1.085, H48 1.092, H49 1.088
42 O 0.822 -0.539 -0.337  P38 1.656, C43 1.449
43 C -0.528 -0.296 0.129  O42 1.449, H50 1.092, H51 1.091, H52 1.087
44 H 1.551 3.692 -3.071  C36 1.087
45 H 0.236 2.492 -3.027  C36 1.091
46 H 0.717 3.356 -1.546  C36 1.090
47 H 3.027 -0.332 -3.293  C41 1.085
48 H 1.863 0.338 -4.453  C41 1.092
49 H 1.867 -1.398 -4.106  C41 1.088
50 H -1.217 -0.194 -0.711  C43 1.092
51 H -0.566 0.601 0.749  C43 1.091
52 H -0.825 -1.150 0.734  C43 1.087
53 C -4.600 4.752 -4.234  O54 1.442, H61 1.086, H62 1.092, H63 1.090
54 O -3.428 3.916 -4.162  C53 1.442, P55 1.628
55 P -3.537 2.470 -3.424  O54 1.628, O56 1.467, O57 1.623, O59 1.608
56 O -2.157 2.111 -3.077  P55 1.467
57 O -4.098 1.711 -4.745  P55 1.623, C58 1.427
58 C -3.218 1.550 -5.857  O57 1.427, H64 1.090, H65 1.091, H66 1.088
59 O -4.492 1.608 -2.459  P55 1.608, C60 1.448
60 C -5.806 2.108 -2.111  O59 1.448, H67 1.091, H68 1.090, H69 1.086
61 H -4.323 5.662 -4.758  C53 1.086
62 H -5.397 4.249 -4.786  C53 1.092
63 H -4.953 5.015 -3.236  C53 1.090
64 H -2.173 1.609 -5.551  C58 1.090
65 H -3.421 2.315 -6.609  C58 1.091
66 H -3.408 0.570 -6.289  C58 1.088
67 H -6.414 2.246 -3.006  C60 1.091
68 H -5.725 3.051 -1.568  C60 1.090
69 H -6.281 1.373 -1.468  C60 1.086
70 C 7.666 -2.151 -2.196  O71 1.440, H78 1.086, H79 1.093, H80 1.091
71 O 7.334 -2.928 -3.362  C70 1.440, P72 1.624
72 P 6.437 -2.242 -4.529  O71 1.624, O73 1.463, O74 1.621, O76 1.605
73 O 5.850 -3.349 -5.284  P72 1.463
74 O 7.677 -1.518 -5.280  P72 1.621, C75 1.427
75 C 8.610 -2.343 -5.975  O74 1.427, H81 1.090, H82 1.092, H83 1.088
76 O 5.467 -0.974 -4.699  P72 1.605, C77 1.447
77 C 5.427 0.026 -3.653  O76 1.447, H84 1.092, H85 1.091, H86 1.085
78 H 8.263 -2.778 -1.541  C70 1.086
79 H 8.247 -1.268 -2.474  C70 1.093
80 H 6.765 -1.844 -1.663  C70 1.091
81 H 8.173 -3.305 -6.239  C75 1.090
82 H 9.498 -2.502 -5.360  C75 1.092
83 H 8.899 -1.820 -6.885  C75 1.088
84 H 6.414 0.471 -3.508  C77 1.092
85 H 5.080 -0.419 -2.720  C77 1.091
86 H 4.728 0.801 -3.952  C77 1.085
87 C -7.795 -3.162 -1.015  O88 1.441, H95 1.086, H96 1.093, H97 1.090
88 O -7.839 -1.792 -0.572  C87 1.441, P89 1.650
89 P -9.069 -1.297 0.410  O88 1.650, O90 1.473, O91 1.634, O93 1.637
90 O -9.060 0.158 0.183  P89 1.473
91 O -8.244 -1.764 1.741  P89 1.634, C92 1.427
92 C -7.005 -1.120 2.034  O91 1.427, H98 1.090, H99 1.091, H100 1.088
93 O -10.451 -1.522 1.259  P89 1.637, C94 1.442
94 C -11.118 -2.800 1.221  O93 1.442, H101 1.092, H102 1.091, H103 1.086
95 H -6.916 -3.276 -1.644  C87 1.086
96 H -7.715 -3.840 -0.162  C87 1.093
97 H -8.680 -3.411 -1.602  C87 1.090
98 H -6.944 -0.141 1.560  C92 1.090
99 H -6.170 -1.739 1.702  C92 1.091
100 H -6.946 -0.999 3.114  C92 1.088
101 H -10.464 -3.589 1.597  C94 1.092
102 H -11.442 -3.039 0.207  C94 1.091
103 H -11.994 -2.731 1.859  C94 1.086


2.
9 unconnected molecules or ions with the total composition C24H54N3O15 in a non-equilibrium geometry. Source: the Open Molecules 2025 dataset; level of theory: ωB97M-V with the def2-TZVPD basis set.

Computed properties:
Molar mass in g/mol: 624.70
Net charge: -3
Frontier orbital gap in eV: 1.5
Max |F| in eV/Å: 4.167
E_tot in eV: -60933.7365

Each atom is followed by the atoms it is bonded to, with distances in Å.
CARTESIAN COORDINATES (ANGSTROEM)
1 C 18.472 -23.664 8.501  C2 1.520, H10 1.090, H11 1.090, H12 1.090
2 C 18.713 -22.893 9.788  C1 1.520, C3 1.532, N6 1.575, H13 1.090
3 C 19.510 -21.624 9.469  C2 1.532, O4 1.425, H14 1.090, H15 1.090
4 O 19.530 -20.662 10.520  C3 1.425, C5 1.500
5 C 20.283 -21.042 11.761  O4 1.500, H16 1.090, H17 1.090, H18 1.090
6 N 17.267 -22.384 10.151  C2 1.575, H7 1.010, H8 1.010, H9 1.010
7 H 16.592 -23.093 10.400  N6 1.010
8 H 17.315 -21.723 10.913  N6 1.010
9 H 16.851 -21.876 9.383  N6 1.010
10 H 18.303 -23.058 7.610  C1 1.090
11 H 17.686 -24.417 8.562  C1 1.090
12 H 19.357 -24.227 8.206  C1 1.090
13 H 19.138 -23.438 10.631  C2 1.090
14 H 19.262 -21.202 8.496  C3 1.090
15 H 20.573 -21.866 9.478  C3 1.090
16 H 21.346 -21.233 11.615  C5 1.090
17 H 19.789 -21.817 12.346  C5 1.090
18 H 20.302 -20.135 12.365  C5 1.090
19 C 7.342 -21.661 12.379  C20 1.489, H28 1.090, H29 1.090, H30 1.090
20 C 8.723 -22.190 12.199  C19 1.489, C21 1.530, N24 1.523, H31 1.090
21 C 9.811 -21.290 12.786  C20 1.530, O22 1.404, H32 1.090, H33 1.090
22 O 10.040 -20.337 11.780  C21 1.404, C23 1.428
23 C 10.403 -19.052 12.287  O22 1.428, H34 1.090, H35 1.090, H36 1.090
24 N 8.650 -23.525 12.928  C20 1.523, H25 1.010, H26 1.010, H27 1.010
25 H 8.064 -24.216 12.480  N24 1.010
26 H 9.565 -23.942 13.021  N24 1.010
27 H 8.225 -23.293 13.814  N24 1.010
28 H 7.046 -21.507 13.417  C19 1.090
29 H 6.545 -22.087 11.769  C19 1.090
30 H 7.303 -20.730 11.814  C19 1.090
31 H 8.909 -22.604 11.208  C20 1.090
32 H 10.752 -21.812 12.960  C21 1.090
33 H 9.356 -20.823 13.659  C21 1.090
34 H 10.990 -18.583 11.497  C23 1.090
35 H 11.109 -19.173 13.108  C23 1.090
36 H 9.565 -18.473 12.676  C23 1.090
37 C 18.026 -13.179 8.444  C38 1.585, H46 1.090, H47 1.090, H48 1.090
38 C 16.920 -13.878 9.340  C37 1.585, C39 1.600, N42 1.500, H49 1.090
39 C 16.543 -13.008 10.628  C38 1.600, O40 1.407, H50 1.090, H51 1.090
40 O 15.609 -13.748 11.376  C39 1.407, C41 1.371
41 C 14.900 -12.970 12.254  O40 1.371, H52 1.090, H53 1.090, H54 1.090
42 N 15.672 -13.970 8.512  C38 1.500, H43 1.010, H44 1.010, H45 1.010
43 H 15.622 -14.884 8.084  N42 1.010
44 H 14.835 -13.793 9.048  N42 1.010
45 H 15.516 -13.217 7.858  N42 1.010
46 H 18.119 -13.776 7.537  C37 1.090
47 H 18.921 -12.990 9.036  C37 1.090
48 H 17.709 -12.152 8.264  C37 1.090
49 H 17.240 -14.874 9.649  C38 1.090
50 H 16.197 -12.031 10.291  C39 1.090
51 H 17.433 -12.758 11.205  C39 1.090
52 H 15.432 -12.083 12.597  C41 1.090
53 H 14.556 -13.574 13.094  C41 1.090
54 H 13.960 -12.587 11.857  C41 1.090
55 C 17.799 -11.344 1.978  C56 1.572, H59 1.090, H60 1.090, H61 1.090
56 C 16.356 -10.908 2.423  C55 1.572, O57 1.268, O58 1.233
57 O 15.949 -9.707 2.458  C56 1.268
58 O 15.650 -11.786 2.924  C56 1.233
59 H 18.454 -10.597 2.427  C55 1.090
60 H 17.816 -11.313 0.888  C55 1.090
61 H 17.864 -12.414 2.178  C55 1.090
62 C 13.285 -18.768 3.843  C63 1.487, H66 1.090, H67 1.090, H68 1.090
63 C 14.089 -19.399 4.922  C62 1.487, O64 1.206, O65 1.268
64 O 13.669 -20.378 5.488  C63 1.206
65 O 15.187 -18.822 5.183  C63 1.268
66 H 13.867 -18.046 3.269  C62 1.090
67 H 12.549 -18.219 4.430  C62 1.090
68 H 12.794 -19.531 3.239  C62 1.090
69 C 8.845 -13.932 17.710  C70 1.538, H73 1.090, H74 1.090, H75 1.090
70 C 8.457 -15.294 18.310  C69 1.538, O71 1.242, O72 1.264
71 O 8.120 -15.299 19.505  C70 1.242
72 O 8.543 -16.377 17.663  C70 1.264
73 H 9.818 -13.576 18.050  C69 1.090
74 H 8.110 -13.146 17.886  C69 1.090
75 H 8.965 -13.883 16.628  C69 1.090
76 C 14.828 -5.635 9.708  C77 1.567, H80 1.090, H81 1.090, H82 1.090
77 C 13.706 -6.238 8.796  C76 1.567, O78 1.223, O79 1.279
78 O 12.836 -5.555 8.277  C77 1.223
79 O 13.840 -7.478 8.508  C77 1.279
80 H 14.883 -4.554 9.841  C76 1.090
81 H 15.838 -5.962 9.462  C76 1.090
82 H 14.777 -6.085 10.700  C76 1.090
83 C 17.055 -17.891 16.612  C84 1.521, H87 1.090, H88 1.090, H89 1.090
84 C 16.446 -19.285 16.628  C83 1.521, O85 1.307, O86 1.252
85 O 16.192 -19.784 17.809  C84 1.307
86 O 16.177 -19.939 15.594  C84 1.252
87 H 16.285 -17.274 17.075  C83 1.090
88 H 17.341 -17.554 15.616  C83 1.090
89 H 17.974 -18.025 17.183  C83 1.090
90 C 8.246 -15.627 7.483  C91 1.530, H94 1.090, H95 1.090, H96 1.090
91 C 8.775 -14.346 6.835  C90 1.530, O92 1.289, O93 1.227
92 O 9.718 -13.619 7.329  C91 1.289
93 O 8.253 -13.968 5.792  C91 1.227
94 H 7.889 -15.471 8.501  C90 1.090
95 H 9.049 -16.357 7.588  C90 1.090
96 H 7.467 -16.022 6.832  C90 1.090